(1)
# C6H8LiNaO6

C6H8LiNaO6 as an isolated structure at a distorted geometry (wB97M-V/def2-TZVPD, the Open Molecules 2025 dataset).

Output
- Total energy: -23257.531 eV
- HOMO energy: -5.99 eV
- Frontier orbital gap: 0.19185 Eh
- Relative energy (zero: lowest compared OMol25 entry of this formula, charge and spin): 1.695 eV

The geometry in ORCA input format:
```
! wB97M-V def2-TZVPD RIJCOSX def2/J DEFGRID3
* xyz 0 1
C -1.51 1.88 -1.58
C 1.82 -1.46 1.36
C 1.45 -0.22 2.17
C -0.36 1.20 -2.32
C -0.34 1.13 1.18
H -1.13 2.67 -0.93
Li -0.95 -1.57 1.28
Na 0.29 -2.78 -1.01
O 0.99 0.88 1.37
C -1.52 -0.46 -1.23
H 2.38 -2.12 2.06
O -1.63 -1.59 -0.77
O -1.12 0.29 1.67
H 0.60 1.65 -2.07
O 0.73 -2.12 0.83
O -2.07 0.83 -0.77
H 2.34 0.15 2.70
H -2.29 2.28 -2.24
H 0.68 -0.50 2.92
H -0.53 1.16 -3.40
H 2.54 -1.14 0.58
O -0.36 -0.14 -1.81
*
```



(2)
# C26H47Br27NO6P

C26H47Br27NO6P as an isolated structure (wB97M-V/def2-TZVPD, the Open Molecules 2025 dataset).

Output
- Total energy: -1941934.865 eV
- HOMO energy: -9.68 eV
- Frontier orbital gap: 0.34580 Eh
- Relative energy (zero: lowest compared OMol25 entry of this formula, charge and spin): 0.000 eV

The geometry in ORCA input format:
```
! wB97M-V def2-TZVPD RIJCOSX def2/J DEFGRID3
* xyz 0 1
H 6.29 -0.46 2.57
H 2.92 1.13 3.17
Br 11.13 0.44 5.02
H -11.77 -0.61 -1.55
Br -8.97 2.91 1.28
H 1.97 3.44 -1.35
Br -12.12 -3.06 -1.58
O -2.69 -1.08 1.28
C -2.96 -0.17 2.36
H -4.68 1.38 -1.20
C -1.00 -0.80 -1.72
Br -7.30 -6.07 -5.58
H -3.64 0.62 2.06
C -6.64 -3.41 -0.09
C 6.14 3.78 -3.45
N -0.40 2.51 2.97
Br -11.69 -1.08 0.87
C -12.36 -1.27 -0.92
Br -3.52 7.00 1.45
H 0.33 1.84 3.18
Br 6.86 2.00 -3.56
H 6.52 -2.82 -0.14
Br -8.02 1.86 -1.58
C 2.17 2.98 -0.37
H 6.78 -1.70 3.71
Br 5.34 -3.20 -6.54
C 9.31 -0.05 4.65
H 1.49 3.43 0.37
Br -8.48 -2.85 -0.26
C 3.88 0.66 2.91
C 6.14 -1.51 2.84
H -2.08 2.10 4.21
H 6.00 -1.17 0.27
H 4.46 -2.82 3.00
Br 2.73 -3.01 -3.84
H -0.32 -0.38 0.29
Br -9.49 -5.22 -3.44
H 4.33 2.80 -0.61
C 5.99 -2.22 0.60
C 3.62 -0.84 2.65
H 4.25 -1.26 -4.70
Br 6.72 4.67 -1.84
C -8.65 -6.68 -4.36
H 2.92 2.93 2.07
Br 2.13 0.02 -4.59
H 1.92 1.02 0.53
C 3.61 3.28 0.07
C 4.48 -4.90 -6.83
C -1.72 1.90 3.19
C 0.04 -0.26 -0.73
H -3.27 1.42 -2.31
H 6.54 4.34 -4.29
H 2.66 -1.12 3.12
H -0.85 0.16 2.26
Br -1.93 4.38 0.62
H -6.03 -2.75 -0.70
H -4.19 5.14 -0.03
H -9.41 -7.18 -4.95
H 3.78 4.36 -0.01
Br -7.14 0.31 1.05
O -1.29 -0.31 4.16
Br 4.63 -6.05 -5.29
Br 4.23 3.77 -3.61
C 4.47 1.44 1.71
C 3.45 -1.24 -3.97
C -3.25 5.67 0.09
H 3.48 -1.02 1.57
H -0.25 1.87 -0.45
Br -7.94 -7.98 -3.13
H -9.39 0.75 0.15
Br -14.19 -0.69 -1.06
H 0.95 -0.87 -0.80
Br -6.00 -3.23 1.71
H 2.55 0.97 -1.14
H -1.37 -0.01 -2.38
Br 5.17 -5.76 -8.41
C 4.68 -1.77 3.25
H -3.46 -0.77 3.13
H 5.55 1.56 1.87
O 6.66 -2.36 1.83
H -3.41 2.64 -1.02
C 3.87 2.86 1.53
C 0.44 1.20 -0.99
H 9.34 -0.84 3.91
H -2.43 2.34 2.49
O -2.85 0.82 -0.35
H 4.56 3.58 1.99
H 0.38 1.43 -2.06
C 1.85 1.49 -0.46
Br 4.21 -0.68 -2.30
H 4.63 -1.69 4.34
H 3.44 -4.71 -7.00
H -0.54 -1.55 -2.38
H 4.95 -2.57 0.64
C -3.61 1.60 -1.28
O -2.10 -1.50 -1.11
C -8.50 1.37 0.22
H 4.35 0.86 0.79
P -3.17 -0.74 -0.20
H -0.25 3.30 3.59
Br 8.44 -0.76 6.21
Br 8.33 1.41 3.89
H 4.55 0.75 3.78
O -4.56 -1.11 -0.51
Br -2.82 6.47 -1.60
C -1.66 0.39 2.97
H -1.83 0.00 4.88
Br -6.41 -5.20 -0.74
*
```



(3)
# C4H4N2O2

C4H4N2O2 as an isolated structure at a distorted geometry (wB97M-V/def2-TZVPD, the Open Molecules 2025 dataset).

Output
- Total energy: -11278.428 eV
- HOMO energy: -8.72 eV
- Frontier orbital gap: 0.21156 Eh
- Relative energy (zero: lowest compared OMol25 entry of this formula, charge and spin): 10.112 eV

The geometry in ORCA input format:
```
! wB97M-V def2-TZVPD RIJCOSX def2/J DEFGRID3
* xyz 0 1
N 0.19 1.94 0.13
N -1.13 1.37 -0.35
O -2.32 -0.67 -0.11
O 2.11 0.43 -0.08
H 1.88 -1.82 0.58
H -2.04 1.91 0.09
H 1.73 -1.18 -1.45
H -2.01 -1.53 1.42
C 1.57 -0.99 -0.16
C 0.88 0.90 0.12
C -1.12 -0.04 -0.22
C 0.26 -0.31 0.04
*
```



(4)
# C9H22FeN3O4

C9H22FeN3O4 as an isolated structure at a distorted geometry (wB97M-V/def2-TZVPD, the Open Molecules 2025 dataset).

Output
- <S²>: 20.022
- Total energy: -56720.225 eV
- HOMO energy (alpha / beta): -9.86 / -11.07 eV
- Frontier orbital gap (alpha / beta): 0.25466 / 0.12707 Eh
- Relative energy (zero: lowest compared OMol25 entry of this formula, charge and spin): 1.863 eV

The geometry in ORCA input format:
```
! wB97M-V def2-TZVPD RIJCOSX def2/J DEFGRID3
* xyz 1 9
N 5.70 -10.77 -0.70
H 2.74 -12.73 0.61
C 2.32 -5.32 2.33
H 1.88 -4.61 1.63
H 2.92 -4.60 2.89
O 2.74 -16.17 -0.31
C 4.83 -14.19 1.80
C 4.89 -11.75 -1.10
Fe 0.13 -9.23 0.26
H 7.11 -9.59 -1.85
H 3.98 -11.68 -0.49
C 7.01 -10.46 -1.20
O 5.18 -12.58 -1.96
H 1.43 -5.67 2.85
H 5.00 -7.30 1.81
O 1.39 -7.70 0.84
C 5.32 -9.90 0.45
H 7.77 -10.05 -0.54
H 4.42 -10.23 0.98
H 7.41 -11.16 -1.93
H 6.03 -10.09 1.25
C 2.52 -13.73 1.00
C 4.54 -6.32 1.89
H 5.30 -8.82 0.35
C 3.74 -15.76 0.27
O 1.70 -10.44 0.19
C 2.58 -7.37 0.96
H 4.71 -16.23 0.47
H 5.70 -14.71 1.41
H 4.44 -14.47 2.78
H 1.71 -14.16 0.42
N 3.68 -14.58 1.00
H 5.14 -5.58 1.36
N 3.11 -6.30 1.66
H 2.44 -10.86 -0.30
H 3.33 -8.06 0.53
H 2.23 -13.41 2.00
H 5.19 -13.16 1.75
H 4.72 -6.01 2.93
*
```



(5)
# C3H10NO2

An isolated ion of composition C3H10NO2 and charge +1 at a distorted geometry (wB97M-V/def2-TZVPD, the Open Molecules 2025 dataset).

Output
- Total energy: -8850.325 eV
- HOMO energy: -15.54 eV
- Frontier orbital gap: 0.44747 Eh
- Relative energy (zero: lowest compared OMol25 entry of this formula, charge and spin): 2.016 eV
- SMILES: CO[C@](C)([NH3+])O

The geometry in ORCA input format:
```
! wB97M-V def2-TZVPD RIJCOSX def2/J DEFGRID3
* xyz 1 1
C 0.34 1.14 0.76
H 1.06 1.91 0.68
H 1.04 -0.24 -2.04
C 0.43 -0.20 0.00
H 2.21 0.46 -0.88
O -0.63 -0.83 -0.43
O 1.27 -1.13 0.61
H 0.89 1.31 -1.26
N 1.28 0.37 -1.27
H -1.90 -1.34 1.04
H 0.99 -2.02 0.25
H 0.44 0.86 1.84
H -2.64 -1.22 -0.61
H -0.64 1.60 0.68
H -2.20 0.16 0.47
C -1.94 -0.86 0.13
*
```



(6)
# C2H5N3O2S

One molecule with the formula C2H5N3O2S at a distorted geometry (wB97M-V/def2-TZVPD, the Open Molecules 2025 dataset).

Output
- Total energy: -21552.403 eV
- HOMO energy: -9.38 eV
- Frontier orbital gap: 0.34444 Eh
- Relative energy (zero: lowest compared OMol25 entry of this formula, charge and spin): 3.511 eV

The geometry in ORCA input format:
```
! wB97M-V def2-TZVPD RIJCOSX def2/J DEFGRID3
* xyz 0 1
H -0.79 -1.76 -0.65
N 0.28 -1.00 0.93
O -1.51 0.74 1.58
S -2.03 0.36 0.03
H -1.08 -0.14 1.84
N 1.38 -0.48 0.87
C -0.50 -0.73 -0.34
H 0.81 -0.83 -1.84
H 1.13 1.38 0.16
O -2.04 1.69 -0.62
C 1.46 0.41 -0.23
H 2.41 0.51 -0.59
N 0.49 -0.15 -1.16
*
```